--- a ---
A 2-piece molecular cluster, C5H12NO overall, computed with wB97M-V/def2-TZVPD.

```
19
Properties=species:S:1:pos:R:3:nbo_charge:R:1
C 1.362 2.881 -1.876 -0.660
C 1.420 1.597 -1.461 0.062
N 0.488 0.617 -1.581 -0.853
H 0.468 3.327 -2.296 0.167
H 2.190 3.552 -1.690 0.177
H 2.312 1.304 -0.913 0.169
H -0.394 0.958 -1.894 0.338
H 0.495 -0.181 -0.803 0.456
C 0.138 -0.864 1.435 -0.019
O 0.492 -1.228 0.177 -0.917
C -1.141 -1.579 1.914 -0.419
C -2.345 -1.233 1.055 -0.613
H -0.047 0.234 1.536 0.091
H 0.928 -1.071 2.198 0.094
H -1.323 -1.401 2.981 0.163
H -0.957 -2.658 1.828 0.179
H -3.237 -1.799 1.341 0.177
H -2.094 -1.373 0.005 0.226
H -2.635 -0.181 1.185 0.181
```

Output
* charge: -1
* LUMO level: 4.234 eV

---

--- b ---
A 2-piece molecular cluster, C5H12NO overall, computed with wB97M-V/def2-TZVPD.

```
19
Properties=species:S:1:pos:R:3:nbo_charge:R:1
C -1.806 0.794 0.298 -0.061
O -0.586 1.229 0.816 -0.817
C -2.731 0.369 1.416 -0.622
H -1.663 -0.073 -0.359 0.175
H -2.271 1.576 -0.321 0.127
H -3.656 -0.124 1.089 0.182
H -3.062 1.229 2.019 0.181
H -2.201 -0.256 2.135 0.208
C 0.266 -2.049 -1.233 -0.701
C 1.108 -0.973 -1.166 0.044
N 1.446 -0.245 -0.094 -0.736
C 2.671 0.516 -0.232 -0.398
H -0.261 -2.372 -0.340 0.174
H 0.036 -2.533 -2.172 0.170
H 1.531 -0.649 -2.138 0.108
H 0.230 0.643 0.509 0.512
H 3.443 0.152 0.460 0.152
H 3.078 0.467 -1.254 0.143
H 2.470 1.565 0.021 0.161
```

Output
* charge: -1
* LUMO level: 4.177 eV

---

--- c ---
C5H12NO as an isolated structure, computed with wB97M-V/def2-TZVPD.

```
19
Properties=species:S:1:pos:R:3:nbo_charge:R:1
C 2.496 -0.461 -0.120 0.034
O 3.597 -0.460 -0.833 -0.916
C 1.297 0.314 -0.776 -0.433
C 0.230 0.608 0.294 -0.486
C -1.149 0.564 -0.389 0.117
C -3.972 0.066 1.817 -0.854
N -1.615 -0.589 -0.693 -0.665
H 2.018 -1.465 0.111 0.049
H 2.583 -0.041 0.931 0.041
H 0.858 -0.321 -1.543 0.189
H 1.705 1.217 -1.205 0.192
H 0.237 -0.185 1.051 0.194
H 0.429 1.593 0.733 0.190
H -1.340 1.576 -0.814 0.124
H -1.642 -0.433 0.449 0.375
H -3.978 1.145 1.915 0.208
H -4.992 -0.319 1.730 0.208
H -3.391 -0.301 0.980 0.227
H -3.471 -0.269 2.724 0.207
```

Output
* charge: -1
* LUMO level: 3.244 eV

---

Sorted by energy, starting with the most stable: a, b, c.

---

--- a ---
One molecule with the formula C5H6O2, computed with wB97M-V/def2-TZVPD.

```
13
Properties=species:S:1:pos:R:3:nbo_charge:R:1
C -2.287 -1.501 0.511 -0.121
C -1.522 -0.830 -0.132 -0.140
C -0.585 -0.021 -0.898 0.499
O -0.613 0.012 -2.113 -0.509
C 0.427 0.818 -0.126 0.015
C 1.226 -0.019 0.869 -0.622
O 1.284 1.449 -1.031 -0.707
H -2.971 -2.104 1.070 0.244
H -0.167 1.563 0.432 0.186
H 1.922 0.634 1.401 0.228
H 1.807 -0.777 0.336 0.218
H 0.569 -0.508 1.595 0.219
H 0.911 1.284 -1.914 0.491
```

Output
* LUMO level: -0.044 eV
* structure (SMILES): C#CC(=O)[C@@H](C)O

---

--- b ---
C5H6O2 as an isolated structure, computed with wB97M-V/def2-TZVPD.

```
13
Properties=species:S:1:pos:R:3:nbo_charge:R:1
C -0.813 0.192 0.935 -0.463
C -0.286 -1.166 0.480 -0.192
O -0.831 0.420 -1.396 -0.578
C -0.479 1.109 -0.259 0.003
C 0.859 0.788 -0.733 0.391
O 1.671 -0.009 0.027 -0.512
C 0.960 -1.224 0.038 0.074
H -1.903 0.187 1.048 0.232
H -0.357 0.499 1.883 0.224
H -0.921 -2.030 0.398 0.225
H -0.707 2.168 -0.198 0.178
H 1.336 1.033 -1.662 0.213
H 1.472 -1.966 -0.562 0.204
```

Output
* LUMO level (alpha / beta): 0.496 / 0.496 eV

---

Sorted by energy, starting with the most stable: a, b.